11
Properties=species:S:1:pos:R:3 method="wB97M-V/def2-TZVPD" e_homo_ev=-9.032 lumo_ev=0.91 homo_lumo_gap_ha=0.366 mol_weight_da=87.08 total_energy_ha=-322.46854
N 0.62 1.97 0.91
C -0.01 0.88 0.52
O 0.67 0.30 -0.50
C 0.29 -1.08 -0.41
C -1.20 -1.21 -0.67
O -1.88 -2.10 -0.22
H 0.25 2.40 1.74
H 1.47 2.35 0.49
H 0.49 -1.45 0.60
H 0.90 -1.63 -1.12
H -1.61 -0.43 -1.34


11
Properties=species:S:1:pos:R:3 method="wB97M-V/def2-TZVPD" e_homo_ev=-9.835 lumo_ev=0.54 smiles="CN=C=O.C=O" homo_lumo_gap_ha=0.381 mol_weight_da=87.08 total_energy_ha=-322.50714
C -1.33 1.63 -0.03
N -0.49 0.46 -0.03
C -0.68 -0.66 0.38
O -0.73 -1.77 0.76
C 1.98 -1.36 -0.23
O 1.99 -1.94 -1.29
H -2.05 1.56 -0.85
H -1.86 1.71 0.92
H -0.72 2.52 -0.18
H 1.74 -0.28 -0.17
H 2.16 -1.87 0.73


11
Properties=species:S:1:pos:R:3 method="wB97M-V/def2-TZVPD" e_homo_ev="-7.798 / -7.114" lumo_ev="0.61 / -0.28" homo_lumo_gap_ha="0.309 / 0.251" mol_weight_da=87.08 total_energy_ha=-322.38827
C 1.54 -0.08 0.49
C 0.25 -0.56 0.74
C -1.93 -0.04 -0.53
N 2.61 -0.26 1.19
O -0.64 -0.10 -0.21
O -2.24 0.82 -1.56
H 1.35 0.50 -0.42
H -0.11 -1.26 1.56
H -2.80 -0.49 -0.16
H 3.44 0.22 0.78
H -1.48 1.25 -1.87


11
Properties=species:S:1:pos:R:3 method="wB97M-V/def2-TZVPD" e_homo_ev=-9.666 lumo_ev=0.62 smiles="O=C1NC[C@@H]1O" homo_lumo_gap_ha=0.378 mol_weight_da=87.08 total_energy_ha=-322.52106
O -1.17 -1.23 0.93
C -0.41 -0.13 0.56
C 0.97 -0.40 -0.10
N 0.52 0.42 -1.24
C -0.71 0.72 -0.69
O -1.55 1.54 -0.95
H -1.30 -1.20 1.88
H -0.42 0.67 1.31
H 1.86 0.00 0.41
H 1.13 -1.45 -0.36
H 1.08 1.07 -1.78